Entry from the OMol25 dataset: a structure of composition C28H25N5O4PbS2 (ωB97M-V/def2-TZVPD).

```
65
Properties=species:S:1:pos:R:3:mulliken_charge:R:1
Pb -1.7046 1.1899 -0.2429 1.662
C 5.9185 -0.7645 2.4634 -1.426
C 4.8772 -0.3719 1.4506 0.859
C 3.8193 -1.2266 1.1391 -0.924
C 2.8502 -0.8601 0.2208 -0.162
C 2.9433 0.3807 -0.3965 -0.099
C 4.0067 1.2391 -0.1315 -0.486
C 4.9637 0.8536 0.7885 -0.787
S 1.7079 0.8576 -1.5365 1.084
O 2.2321 1.8351 -2.4335 -0.665
O 1.0382 -0.3034 -2.0338 -0.510
N 0.5428 1.6202 -0.5675 -0.049
C 0.4471 2.9869 -0.4629 0.906
C 1.4692 3.9485 -0.5561 -0.482
C 1.1625 5.2671 -0.3090 -0.559
C -0.1402 5.6594 0.0198 -0.689
C -1.0998 4.6851 0.0536 -0.577
N -0.7854 3.3975 -0.1853 -0.170
H 5.6690 -1.7075 2.9469 0.359
H 6.0266 0.0049 3.2291 0.360
H 6.8930 -0.8760 1.9827 0.347
H 3.7630 -2.1980 1.6167 0.373
H 2.0462 -1.5337 -0.0496 0.544
H 4.1047 2.1729 -0.6699 0.570
H 5.8020 1.5108 0.9904 0.443
H 2.4630 3.6324 -0.8166 0.311
H 1.9444 6.0123 -0.3847 0.457
H -0.4007 6.6923 0.1985 0.462
H -2.1455 4.9098 0.2263 0.440
S -5.0361 -1.1080 1.8931 -0.133
C -5.0735 -1.6906 0.2851 -0.415
C -4.2121 -1.0391 -0.5424 -0.788
C -3.5446 -0.0555 0.2127 0.038
C -3.8323 0.0614 1.5279 -0.012
C -3.2318 0.9960 2.4801 1.231
C -3.7426 1.2486 3.7418 -0.912
C -3.1432 2.2172 4.5294 -0.381
C -2.0415 2.9079 4.0382 -1.019
C -1.5781 2.5963 2.7805 -0.140
N -2.1568 1.6500 2.0216 -0.037
H -5.7407 -2.5011 0.0279 0.512
H -4.0840 -1.2498 -1.5971 0.510
H -4.6169 0.7099 4.0854 0.410
H -3.5428 2.4472 5.5089 0.468
H -1.5514 3.6770 4.6189 0.439
H -0.7244 3.1074 2.3527 0.548
O 0.2965 -4.7891 -5.8900 -0.517
C -0.8674 -4.6024 -5.1462 -0.414
N -0.5295 -4.0796 -3.8133 -0.147
C -1.3529 -3.2910 -3.1074 0.065
O -2.4341 -2.8672 -3.4945 -0.668
C -0.8967 -2.8907 -1.7273 -0.183
C -0.3587 -3.7324 -0.7698 -0.171
C -0.1403 -3.2410 0.5128 -0.901
C -0.4356 -1.9240 0.7885 -0.897
N -0.9367 -1.1002 -0.1470 0.198
C -1.1669 -1.5877 -1.3676 0.156
H 0.6196 -3.9507 -6.2344 0.332
H -1.3380 -5.5752 -5.0424 0.304
H -1.5792 -3.9129 -5.5909 0.322
H 0.3666 -4.3550 -3.4438 0.249
H -0.1388 -4.7676 -1.0051 0.601
H 0.2392 -3.8799 1.2986 0.533
H -0.2892 -1.5072 1.7782 0.496
H -1.6196 -0.9352 -2.1131 0.731
```

Output
**Net charge**: +2
**Highest occupied orbital energy**: -14.08 eV
**Energy relative to the best compared isomer or geometry (same formula, charge and spin)**: 107.90 kJ/mol